Density functional theory data (ωB97M-V/def2-TZVPD) for a cluster of 2 separate species, C8H18N2 in total.

Structure (XYZ):
```
28
Properties=species:S:1:pos:R:3:lowdin_charge:R:1
C -2.46239 -0.13297 -0.25325 -0.10
C -1.21303 -0.70353 0.40633 -0.19
C -0.59928 0.27853 1.47477 -0.42
N -0.46076 1.50854 1.33950 0.15
C -0.10423 -0.39861 2.72261 -0.22
C 1.14631 -1.23007 2.43727 -0.10
H -3.24116 0.03701 0.49097 0.08
H -2.85096 -0.81157 -1.00849 0.07
H -2.24863 0.82292 -0.72736 0.05
H -1.45094 -1.63609 0.91871 0.10
H -0.46374 -0.92600 -0.35686 0.08
H -0.65752 1.88659 0.36433 0.04
H -0.89008 -1.04576 3.11972 0.11
H 0.12283 0.36891 3.46188 0.11
H 0.94741 -2.00596 1.70063 0.07
H 1.49135 -1.70815 3.35163 0.07
H 1.93811 -0.58521 2.06421 0.07
C 1.95894 0.68934 -0.95164 -0.05
C 0.75680 0.89122 -1.82038 -0.50
C 0.57886 -0.09299 -2.94410 -0.05
N -0.00124 1.87636 -1.58298 0.12
H 1.85633 1.27919 -0.04495 0.07
H 2.84271 1.02494 -1.49163 0.09
H 2.08705 -0.36088 -0.69719 0.07
H -0.32556 0.11173 -3.52989 0.08
H 0.55083 -1.10784 -2.56613 0.07
H 1.44865 -0.03312 -3.62089 0.09
H -0.75666 2.00347 -2.25684 0.06
```

## Properties
**M**: 142.246 g mol⁻¹
**ΔE to the lowest compared entry with this formula, charge and spin**: 65.7 kJ/mol
**Kohn-Sham gap**: 9.707 eV

Density functional theory data (ωB97M-V/def2-TZVPD) for a structure of composition C18H42F6N6O7PV.

Structure (XYZ):
```
81
Properties=species:S:1:pos:R:3:lowdin_charge:R:1
O -0.57507 0.70160 -1.27658 -0.22
V 0.19213 -0.26402 -0.23839 1.10
P -5.02087 0.48637 -0.99059 0.29
F -5.15391 -0.59600 -2.22074 -0.18
F -5.57551 1.73433 -1.94882 -0.18
F -6.55234 0.13267 -0.44704 -0.20
F -4.92539 1.45952 0.30186 -0.19
F -4.66831 -0.77647 0.00137 -0.20
F -3.41307 0.83619 -1.25590 -0.19
C 1.26119 2.91543 0.95338 -0.33
O 0.85268 1.81913 0.63641 -0.05
N 0.70969 4.04793 0.59977 -0.19
C -0.18955 4.25290 -0.49580 -0.01
C 1.12865 5.24664 1.23840 -0.06
H 2.09519 3.08901 1.65090 0.16
H 0.51865 4.84923 -1.07107 0.09
H -1.07859 4.87444 -0.38907 0.11
H -0.34319 3.33682 -1.06614 0.09
H 2.20633 5.39079 1.16145 0.10
H 0.61198 6.17265 0.98612 0.11
H 0.82754 5.15771 2.28220 0.09
C 3.36728 0.62642 -1.00184 -0.31
O 2.36308 0.13840 -0.63902 -0.04
N 3.52063 1.65273 -1.90515 -0.13
C 4.87146 2.15983 -2.26396 -0.05
C 2.42091 2.56339 -2.42114 0.01
H 4.33732 0.27864 -0.61419 0.15
H 5.69300 1.70319 -1.71201 0.08
H 5.04589 3.19405 -1.96720 0.09
H 5.07478 1.94569 -3.31320 0.09
H 2.46673 3.50089 -1.86697 0.08
H 2.52924 2.71634 -3.49490 0.10
H 1.45464 2.08733 -2.25436 0.07
C -2.45390 -2.39535 -0.79649 -0.26
O -1.38153 -1.78754 -0.63125 -0.08
N -3.06673 -3.09482 0.13567 -0.17
C -4.06583 -4.10763 -0.17325 -0.03
C -2.60109 -3.11543 1.51085 -0.02
H -3.11133 -2.23450 -1.66489 0.16
H -4.26693 -4.20003 -1.24055 0.10
H -5.05798 -3.91886 0.23673 0.10
H -3.78531 -5.08577 0.21746 0.09
H -1.97042 -3.99973 1.60222 0.10
H -2.04497 -2.21132 1.75871 0.07
H -3.43302 -3.19339 2.21080 0.10
C -2.30600 0.57123 1.87680 -0.18
O -1.25564 0.34704 1.25298 -0.09
N -2.23579 1.36393 3.01699 -0.14
C -3.51517 1.74601 3.62132 -0.05
C -1.03775 2.06140 3.50564 -0.03
H -3.30383 0.22238 1.56884 0.13
H -3.46038 1.73071 4.70983 0.08
H -4.36407 1.09808 3.40301 0.10
H -3.78849 2.76245 3.33802 0.10
H -1.03623 2.15541 4.59157 0.09
H -0.19339 1.37211 3.50371 0.08
H -0.82623 3.03578 3.06525 0.09
C 1.89769 -2.41863 1.80974 -0.23
O 1.14923 -1.60476 1.22863 -0.07
N 2.66268 -2.21731 2.91121 -0.15
C 3.61414 -3.32227 3.34500 -0.01
C 2.73292 -0.96187 3.51765 -0.06
H 2.04174 -3.42105 1.37776 0.15
H 4.67803 -3.08791 3.30869 0.09
H 3.61614 -4.26798 2.80304 0.09
H 3.45442 -3.47251 4.41273 0.09
H 3.12878 -0.20420 2.84137 0.10
H 1.82220 -0.57996 3.97897 0.10
H 3.58940 -0.92299 4.19075 0.10
C 1.59166 -2.37862 -2.83813 -0.21
O 1.02279 -1.69482 -1.94851 -0.08
N 1.12579 -2.54873 -4.10979 -0.20
C 0.17623 -1.68920 -4.72891 -0.02
C 1.87230 -3.41996 -4.94682 -0.07
H 2.46731 -3.01217 -2.62829 0.15
H -0.72520 -2.19624 -5.07306 0.11
H 0.69168 -1.14736 -5.52189 0.10
H -0.13849 -0.94131 -4.00109 0.09
H 2.61648 -2.82679 -5.47828 0.10
H 2.28109 -4.29889 -4.44836 0.10
H 1.13981 -3.92040 -5.58015 0.10
```

## Properties
**M**: 650.475 g mol⁻¹
**Multiplicity**: 2
**ΔE to the lowest compared entry with this formula, charge and spin**: 171.8 kJ/mol
**Kohn-Sham gap (alpha / beta)**: 8.646 / 9.313 eV
**Total charge**: +1
**Expectation value of S²**: 0.828